Entry 1:
The following is a quantum chemistry calculation of a molecular structure, C10H22ClIO3PTi, from the OMol25 dataset.

The geometry in XYZ format:
```
39
C10H22ClIO3PTi (wB97M-V/def2-TZVPD)
C 1.685 0.596 -3.743
C 0.192 0.573 -3.482
H 1.872 1.055 -4.720
H 2.090 -0.436 -3.770
H 2.217 1.182 -2.972
O -0.629 1.066 -4.259
I 3.858 0.168 -0.075
Ti 1.463 -0.424 -0.724
P -1.693 -1.034 -2.299
C -3.038 0.136 -2.327
C -1.564 -1.957 -3.831
H -0.984 -2.799 -0.817
H -2.662 -2.986 -1.397
H -2.312 -1.814 -0.100
C -1.921 -2.264 -1.020
H -0.639 -2.544 -3.846
H -2.417 -2.642 -3.878
H -3.897 -0.325 -2.826
H -2.714 1.025 -2.878
H -1.597 -1.287 -4.696
H -3.312 0.399 -1.300
C -0.195 0.033 -2.165
O 0.123 0.899 -1.147
Cl 1.635 -2.548 -1.451
C -1.068 -1.823 2.257
C -0.551 -0.536 1.645
O 0.838 -0.693 1.203
C 1.768 -0.857 2.394
C 1.992 0.481 3.049
H -0.855 -2.701 1.638
H -2.153 -1.734 2.366
H -0.644 -1.979 3.253
H -1.122 -0.230 0.763
H -0.585 0.303 2.351
H 1.298 -1.603 3.040
H 2.680 -1.280 1.965
H 1.057 0.963 3.345
H 2.600 0.322 3.944
H 2.538 1.171 2.397
```

For the HOMO-LUMO gap (alpha / beta), the calculation gives 7.56 / 6.40 eV. Its total charge is +2. The multiplicity is 2. As for the LUMO energy (alpha / beta): -8.98 / -10.25 eV. The expectation value of S² is 0.7564.


Entry 2:
The following is a quantum chemistry calculation of 2 unconnected molecules or ions with the total composition CH6NO2, from the OMol25 dataset.

The geometry in XYZ format:
```
10
CH6NO2 (wB97M-V/def2-TZVPD)
O 1.864 -0.624 0.172
H 2.612 -0.195 0.583
H 2.218 -1.478 -0.075
H 0.199 -0.457 0.894
C -1.249 0.360 -0.022
N -0.527 0.670 -1.057
O -0.758 -0.247 0.985
H -2.301 0.614 0.012
H 0.454 0.389 -1.087
H -0.951 1.163 -1.832
```

For the HOMO-LUMO gap, the calculation gives 13.33 eV. Its total charge is +1. The multiplicity is 1. As for the LUMO energy: -4.07 eV.


Entry 3:
The following is a quantum chemistry calculation of 8 unconnected molecules or ions with the total composition C13H18Cl9N5, from the OMol25 dataset.

The geometry in XYZ format:
```
45
C13H18Cl9N5 (wB97M-V/def2-TZVPD)
Cl -3.523 1.183 -0.108
C -2.882 2.825 -0.166
Cl -4.058 3.923 -0.866
Cl -1.388 2.836 -1.110
H -2.679 3.154 0.842
Cl 1.774 1.971 -2.885
C 3.286 2.122 -1.998
Cl 3.936 3.735 -2.259
Cl 4.451 0.939 -2.542
H 3.111 2.020 -0.938
Cl 1.587 -5.193 2.725
C 0.750 -4.901 1.203
Cl 0.279 -3.224 1.090
Cl -0.649 -5.969 1.021
H 1.442 -5.105 0.402
C -3.201 1.876 4.665
C -3.848 2.692 3.641
N -4.350 3.332 2.824
H -3.272 2.369 5.630
H -2.144 1.778 4.408
H -3.636 0.881 4.659
C -1.483 0.340 -4.147
C -0.731 -0.573 -3.304
N -0.148 -1.294 -2.638
H -0.956 1.293 -4.254
H -2.451 0.554 -3.704
H -1.595 -0.075 -5.145
C 0.492 0.279 0.543
C -0.290 0.734 1.680
N -0.873 1.105 2.583
H 1.435 -0.095 0.919
H 0.553 1.117 -0.147
H -0.030 -0.513 0.005
C -2.786 -2.405 -0.850
C -3.355 -1.937 -2.105
N -3.773 -1.540 -3.096
H -3.540 -2.449 -0.069
H -1.976 -1.736 -0.573
H -2.388 -3.409 -0.997
C 6.962 -0.313 0.909
C 5.560 -0.664 0.679
N 4.461 -0.974 0.524
H 7.445 -1.152 1.410
H 7.006 0.560 1.558
H 7.477 -0.099 -0.020
```

For the HOMO-LUMO gap, the calculation gives 11.20 eV. Its SMILES is ClC(Cl)Cl.ClC(Cl)Cl.ClC(Cl)Cl.CC#N.CC#N.CC#N.CC#N.CC#N. The multiplicity is 1. As for the LUMO energy: 0.32 eV.


Entry 4:
The following is a quantum chemistry calculation of 2 unconnected molecules or ions with the total composition C2H8N2O2S, from the OMol25 dataset.

The geometry in XYZ format:
```
15
C2H8N2O2S (wB97M-V/def2-TZVPD)
C -0.093 2.008 -0.175
C 1.529 -0.455 0.331
N -0.382 0.569 -0.312
N 1.155 -1.727 0.071
O -1.571 -1.646 -0.311
O -2.629 0.474 0.503
S -1.373 -0.299 0.669
H -1.129 2.417 -0.188
H 0.547 2.051 0.794
H 0.384 2.439 -0.974
H 2.170 -0.007 -0.259
H 1.495 -0.160 1.311
H 0.476 -2.211 0.641
H -1.640 -1.465 -1.219
H 1.063 -1.988 -0.884
```

For the HOMO-LUMO gap (alpha / beta), the calculation gives 8.68 / 8.69 eV. The multiplicity is 1. As for the LUMO energy (alpha / beta): 0.36 / 0.36 eV.


Entry 5:
The following is a quantum chemistry calculation of a molecular structure, C44H36CdF15GeN6O3S4Te, from the OMol25 dataset.

The geometry in XYZ format:
```
111
C44H36CdF15GeN6O3S4Te (wB97M-V/def2-TZVPD)
Cd 12.047 -19.710 -4.075
C 7.695 -16.085 -0.855
C 7.704 -17.595 -0.693
N 9.050 -18.153 -0.845
C 9.741 -18.366 -1.994
S 11.391 -18.897 -1.708
N 9.131 -18.131 -3.118
N 9.939 -18.498 -4.182
C 9.596 -18.044 -5.324
C 8.300 -17.318 -5.485
C 10.297 -18.591 -6.461
C 9.766 -18.377 -7.769
C 10.376 -19.103 -8.786
C 11.360 -20.017 -8.550
C 11.894 -20.055 -7.273
N 11.390 -19.342 -6.285
H 6.657 -15.687 -0.939
H 8.186 -15.883 -1.848
H 8.145 -15.568 -0.054
H 6.928 -18.065 -1.385
H 7.447 -17.913 0.259
H 9.520 -18.382 0.014
H 7.931 -17.011 -4.535
H 7.518 -17.962 -5.984
H 8.414 -16.407 -6.125
H 8.942 -17.664 -7.960
H 10.108 -18.868 -9.823
H 11.806 -20.635 -9.318
H 12.829 -20.579 -7.071
C 18.368 -13.306 -8.361
C 17.311 -14.236 -7.946
C 17.246 -15.576 -8.360
C 16.264 -16.421 -7.916
C 15.307 -16.001 -6.993
C 15.253 -14.620 -6.650
C 16.266 -13.792 -7.099
S 13.924 -17.098 -6.680
O 13.021 -16.283 -5.842
O 13.462 -17.514 -7.982
N 14.334 -18.382 -5.923
C 14.929 -18.437 -4.673
C 16.324 -18.021 -4.522
C 16.952 -18.367 -3.318
C 16.222 -19.039 -2.274
C 14.897 -19.361 -2.536
N 14.288 -19.151 -3.708
H 19.256 -13.825 -8.614
H 18.688 -12.655 -7.579
H 17.949 -12.631 -9.132
H 18.041 -15.918 -9.004
H 16.197 -17.493 -8.226
H 14.470 -14.265 -5.983
H 16.385 -12.715 -6.719
H 16.881 -17.608 -5.368
H 17.944 -18.047 -3.254
H 16.725 -19.138 -1.319
H 14.322 -19.772 -1.722
C 12.114 -22.396 0.383
S 13.356 -21.111 0.224
C 12.957 -20.114 1.571
O 14.648 -21.702 0.589
H 11.482 -22.445 -0.493
H 11.557 -22.307 1.321
H 12.815 -23.205 0.406
H 11.861 -20.125 1.635
H 13.399 -19.103 1.559
H 13.291 -20.498 2.559
F 14.619 -25.957 -4.921
C 14.433 -25.276 -6.056
C 13.331 -24.419 -6.185
C 13.046 -23.942 -7.455
F 11.972 -23.217 -7.733
C 13.863 -24.222 -8.552
F 13.500 -23.798 -9.750
C 14.974 -24.950 -8.343
F 15.739 -25.201 -9.427
C 15.274 -25.531 -7.083
F 16.306 -26.357 -6.934
Ge 12.358 -23.827 -4.599
S 11.114 -22.085 -4.671
C 13.829 -23.572 -3.309
C 14.107 -24.351 -2.190
F 13.266 -25.398 -1.936
C 15.130 -24.082 -1.350
F 15.258 -24.771 -0.249
C 15.991 -23.038 -1.689
F 17.021 -22.771 -0.890
C 15.840 -22.393 -2.885
F 16.880 -21.726 -3.419
C 14.737 -22.576 -3.656
F 14.376 -21.881 -4.727
C 11.180 -25.433 -4.157
C 10.501 -25.473 -2.952
F 10.575 -24.481 -2.075
C 9.728 -26.545 -2.522
F 9.325 -26.665 -1.281
C 9.583 -27.625 -3.418
F 8.972 -28.764 -3.092
C 10.155 -27.493 -4.690
F 10.006 -28.465 -5.643
C 11.029 -26.475 -5.017
F 11.597 -26.585 -6.207
C 17.185 -22.507 -8.498
Te 16.240 -20.712 -7.573
C 15.116 -20.111 -9.395
H 18.012 -22.339 -9.135
H 16.467 -23.033 -9.156
H 17.466 -23.149 -7.629
H 14.155 -20.669 -9.272
H 15.607 -20.512 -10.266
H 14.876 -19.046 -9.311
```

For the HOMO-LUMO gap, the calculation gives 7.58 eV. Its total charge is -1. The multiplicity is 1. As for the LUMO energy: 2.05 eV.


Entry 6:
The following is a quantum chemistry calculation of a single C5H9NO molecule, from the OMol25 dataset.

The geometry in XYZ format:
```
16
C5H9NO (wB97M-V/def2-TZVPD)
C 1.375 -0.091 -0.488
C 0.320 -0.893 0.244
O 0.396 -0.937 1.646
C -1.025 -0.235 -0.145
C -1.329 1.011 0.703
C -0.873 0.207 -1.600
N 0.441 0.315 -1.705
H 1.059 0.593 -2.442
H 2.263 -0.689 -0.796
H 1.769 0.754 0.116
H 0.341 -1.901 -0.202
H 1.297 -1.141 1.907
H -1.830 -0.962 0.011
H -2.298 1.441 0.431
H -0.564 1.783 0.556
H -1.341 0.743 1.763
```

For the HOMO-LUMO gap, the calculation gives 8.99 eV. The multiplicity is 1. As for the LUMO energy: 0.67 eV.


Repeat the sixth record exactly.
The following is a quantum chemistry calculation of a single C5H9NO molecule, from the OMol25 dataset.

The geometry in XYZ format:
```
16
C5H9NO (wB97M-V/def2-TZVPD)
C 1.375 -0.091 -0.488
C 0.320 -0.893 0.244
O 0.396 -0.937 1.646
C -1.025 -0.235 -0.145
C -1.329 1.011 0.703
C -0.873 0.207 -1.600
N 0.441 0.315 -1.705
H 1.059 0.593 -2.442
H 2.263 -0.689 -0.796
H 1.769 0.754 0.116
H 0.341 -1.901 -0.202
H 1.297 -1.141 1.907
H -1.830 -0.962 0.011
H -2.298 1.441 0.431
H -0.564 1.783 0.556
H -1.341 0.743 1.763
```

For the HOMO-LUMO gap, the calculation gives 8.99 eV. The multiplicity is 1. As for the LUMO energy: 0.67 eV.